*1*
Below is a single C5H11NS molecule, with properties calculated with the ωB97M-V functional and the def2-TZVPD basis.

Output
SMILES string: CNC[C@H]1S[C@@H]1C
Total charge: 0
HOMO energy: -0.3214 Ha
Multiplicity: 1
Orbital gap: 9.7 eV

Structure (XYZ):
```
18
Properties=species:S:1:pos:R:3:lowdin_charge:R:1
C -2.511 -0.918 -0.070 -0.138
N -1.685 0.252 -0.625 -0.176
C -0.959 1.127 0.326 -0.205
C 0.308 0.238 0.681 -0.501
S 0.639 -1.464 0.183 0.886
C 1.323 0.069 -0.425 -0.643
C 2.750 0.097 -0.214 -0.170
H -1.941 -1.789 0.235 0.007
H -3.339 -1.226 -0.734 0.063
H -3.025 -0.397 0.862 0.106
H -0.890 -0.313 -1.096 0.047
H -1.374 1.363 1.304 0.099
H -0.592 2.029 -0.288 0.132
H 0.787 0.376 1.712 0.122
H 0.957 0.362 -1.416 0.120
H 2.987 1.081 -0.157 0.038
H 3.220 -0.301 0.697 0.083
H 3.345 -0.585 -0.975 0.130
```

=====

*2*
Below is a single C5H11NS molecule, with properties calculated with the ωB97M-V functional and the def2-TZVPD basis.

Output
SMILES string: CC[C@]1(CS)CN1
Total charge: 0
HOMO energy: -0.3293 Ha
Multiplicity: 1
Orbital gap: 9.9 eV

Structure (XYZ):
```
18
Properties=species:S:1:pos:R:3:lowdin_charge:R:1
C -0.601 0.338 2.021 -0.102
C -1.036 0.359 0.521 -0.175
C 0.012 -0.244 -0.450 -0.583
C 0.021 0.396 -1.798 -0.542
S 0.719 2.051 -1.836 0.711
C 0.463 -1.641 -0.264 -0.101
N 1.402 -0.487 -0.017 0.044
H -0.325 -0.665 2.397 0.074
H -1.495 0.564 2.586 0.058
H 0.122 1.113 2.294 0.077
H -1.926 -0.302 0.309 0.129
H -1.194 1.398 0.181 0.090
H -0.966 0.513 -2.199 0.064
H 0.547 -0.237 -2.542 0.090
H 2.004 1.666 -1.633 -0.129
H 0.029 -2.199 0.565 0.102
H 0.629 -2.252 -1.141 0.096
H 1.597 -0.371 1.006 0.098
```

=====

Short version: *2* is the most stable of them.

=====

*1*
Below is 2 unconnected molecules or ions with the total composition C3H5Br3Si, with properties calculated with the ωB97M-V functional and the def2-TZVPD basis.

Output
Total charge: 0
HOMO energy (alpha / beta): -0.3465 / -0.3465 Ha
Multiplicity: 1
Orbital gap (alpha / beta): 8.4 / 8.4 eV

Structure (XYZ):
```
12
Properties=species:S:1:pos:R:3:lowdin_charge:R:1
C 2.373 0.462 -0.321 0.023
C 1.065 0.581 -0.007 -0.319
C -0.035 -0.353 -0.191 -0.392
Si -1.889 -0.143 0.113 -0.586
Br -3.174 -2.032 0.433 0.224
Br -2.352 1.284 1.791 0.296
Br -2.718 0.622 -1.928 0.208
H 2.908 1.321 -0.016 0.045
H 2.768 -0.319 -0.932 0.060
H 0.861 1.381 0.858 0.130
H -0.020 -1.621 1.215 0.205
H 0.214 -1.182 -1.013 0.104
```

=====

*2*
Below is 2 unconnected molecules or ions with the total composition C3H5Br3Si, with properties calculated with the ωB97M-V functional and the def2-TZVPD basis.

Output
Total charge: 0
HOMO energy (alpha / beta): -0.2811 / -0.2811 Ha
Multiplicity: 1
Orbital gap (alpha / beta): 5.2 / 5.2 eV

Structure (XYZ):
```
12
Properties=species:S:1:pos:R:3:lowdin_charge:R:1
C -0.257 1.348 0.905 0.009
C 0.231 0.225 0.295 -0.598
C 1.324 0.067 -0.672 -0.197
Si -0.665 -1.329 0.761 0.031
Br -0.464 -3.331 -0.162 0.401
Br -2.308 -1.452 2.173 0.442
Br -1.329 0.626 -2.469 -0.353
H -1.297 1.349 1.295 0.065
H 0.051 2.275 0.516 0.065
H 1.714 1.009 -0.860 0.063
H 0.778 -0.413 -1.509 -0.012
H 2.222 -0.375 -0.272 0.084
```

=====

*3*
Below is a molecular structure, C3H5Br3Si, with properties calculated with the ωB97M-V functional and the def2-TZVPD basis.

Output
Total charge: 0
HOMO energy: -0.3579 Ha
Multiplicity: 1
Orbital gap: 9.5 eV

Structure (XYZ):
```
12
Properties=species:S:1:pos:R:3:lowdin_charge:R:1
C 0.762 0.162 -0.629 -0.305
C 0.040 -0.073 0.449 -0.161
C 2.309 0.038 -0.518 -0.104
Si -2.376 -0.060 0.480 -0.652
Br -3.069 -0.500 2.506 0.288
Br -3.103 2.040 0.190 0.253
Br -3.136 -1.597 -0.927 0.288
H 0.255 0.541 -1.534 0.095
H 0.630 -0.331 1.410 0.069
H 2.480 -0.438 0.457 0.054
H 2.786 1.024 -0.576 0.071
H 2.421 -0.807 -1.307 0.105
```

=====

Short version: *3* is the most stable of them.